[1]
108
Properties=species:S:1:pos:R:3:mulliken_charge:R:1 method="wB97M-V/def2-TZVPD" lumo_ev="-9.5 / -11.2" total_charge=+3 gap_ha="0.2517 / 0.1877" multiplicity=2 molar_mass_g_mol=1099.08 s2=0.76 homo_ev="-16.33 / -16.33" fmax_ev_per_a=1.96
Ir -0.376 1.126 -0.351 1.296
O -2.601 6.854 -0.749 -0.501
C -1.929 5.721 -0.684 0.393
C -1.005 5.403 0.314 -0.268
C -0.393 4.179 0.286 -0.118
N -0.625 3.249 -0.659 0.122
C -1.511 3.586 -1.625 0.044
Br -1.787 2.296 -2.952 0.091
C -2.164 4.783 -1.697 -0.741
H -2.389 7.472 -0.036 0.354
H -0.787 6.098 1.115 0.549
H 0.315 3.893 1.040 -0.650
H -2.852 5.012 -2.497 0.607
C 2.823 1.986 3.388 -0.860
Si 3.035 3.157 1.967 0.596
C 2.180 4.765 2.272 -0.962
C 4.647 3.328 1.069 -0.864
As 1.894 1.547 0.155 -0.140
Si 3.127 -0.525 0.701 -0.064
C 2.211 -1.196 2.182 0.040
C 4.902 -0.088 1.037 -0.940
C 2.990 -1.594 -0.820 -0.485
Si 2.533 1.936 -2.254 0.282
C 1.517 0.620 -3.145 -0.643
C 4.354 1.636 -2.406 -1.084
C 2.015 3.672 -2.656 -1.022
H 2.819 2.549 4.325 0.546
H 3.620 1.247 3.460 0.297
H 1.869 1.462 3.310 0.097
H 2.786 5.316 3.001 0.515
H 1.190 4.639 2.714 0.217
H 2.101 5.391 1.383 0.329
H 5.487 3.218 1.760 0.434
H 4.722 4.326 0.633 0.390
H 4.768 2.595 0.273 -0.041
H 2.696 -0.920 3.119 0.589
H 2.195 -2.290 2.143 0.567
H 1.183 -0.835 2.207 -0.824
H 5.034 0.627 1.848 0.233
H 5.402 0.308 0.153 0.321
H 5.434 -1.001 1.323 0.462
H 1.947 -1.751 -1.097 -0.404
H 3.446 -2.570 -0.623 0.518
H 3.514 -1.159 -1.671 0.445
H 2.148 -0.196 -3.502 0.416
H 1.016 1.059 -4.011 0.568
H 0.745 0.183 -2.508 -0.277
H 4.697 0.727 -1.915 0.254
H 4.943 2.476 -2.033 0.374
H 4.575 1.537 -3.474 0.514
H 0.985 3.699 -3.016 0.237
H 2.648 4.065 -3.456 0.533
H 2.102 4.348 -1.804 0.248
O -0.280 -1.141 -0.426 -0.224
P -1.114 -2.384 -0.530 -1.836
N -0.378 -3.640 -1.209 0.260
C 0.654 -4.424 -0.471 0.201
C 1.478 -5.099 -1.575 -0.662
C 0.551 -5.092 -2.795 -0.830
C -0.164 -3.754 -2.672 -0.213
N -1.546 -3.004 1.009 1.618
C -2.422 -4.146 1.211 -0.480
C -2.037 -4.667 2.597 -0.857
C -1.678 -3.377 3.338 -0.679
C -0.968 -2.553 2.267 0.244
N -2.498 -2.154 -1.357 0.588
C -2.853 -0.873 -1.992 0.432
C -3.670 -1.313 -3.202 -0.731
C -4.449 -2.533 -2.687 -0.864
C -3.551 -3.154 -1.603 -0.374
H 0.163 -5.160 0.171 0.427
H 1.271 -3.779 0.161 -0.387
H 1.788 -6.100 -1.288 0.447
H 2.370 -4.509 -1.790 0.217
H -0.169 -5.909 -2.734 0.322
H 1.099 -5.179 -3.730 0.417
H -1.112 -3.710 -3.207 0.298
H 0.471 -2.942 -3.039 0.077
H -2.317 -4.867 0.399 0.418
H -3.469 -3.804 1.223 0.336
H -1.177 -5.334 2.528 0.299
H -2.855 -5.206 3.068 0.437
H -1.045 -3.548 4.205 0.490
H -2.586 -2.871 3.671 0.279
H 0.109 -2.763 2.245 -0.297
H -1.083 -1.475 2.368 -0.344
H -1.948 -0.334 -2.258 -0.805
H -3.440 -0.253 -1.311 0.154
H -3.006 -1.597 -4.019 0.380
H -4.331 -0.523 -3.552 0.421
H -4.665 -3.245 -3.479 0.372
H -5.398 -2.218 -2.255 0.354
H -3.104 -4.103 -1.910 0.464
H -4.126 -3.351 -0.694 0.036
C -3.567 0.016 2.302 -1.658
C -2.702 1.146 1.754 1.456
O -2.038 0.772 0.577 0.250
C -3.641 2.343 1.456 0.250
F -4.467 2.002 0.458 -0.245
F -4.363 2.702 2.511 -0.263
F -2.960 3.424 1.046 0.084
C -1.679 1.547 2.847 -0.162
F -0.824 2.503 2.436 -0.192
F -2.240 1.966 3.967 -0.269
F -0.893 0.479 3.138 -0.345
H -4.344 -0.225 1.578 0.468
H -4.034 0.314 3.238 0.549
H -2.956 -0.864 2.473 0.081



[2]
129
Properties=species:S:1:pos:R:3:mulliken_charge:R:1 method="wB97M-V/def2-TZVPD" lumo_ev=-3.5 total_charge=+1 gap_ha=0.2812 multiplicity=1 molar_mass_g_mol=1767.33 homo_ev=-11.16 fmax_ev_per_a=2.71
N -6.039 -6.372 -3.169 -0.661
C -4.784 -6.250 -3.294 0.381
N -4.221 -5.754 -4.529 -0.681
N -3.972 -6.645 -2.190 -0.029
C -2.574 -6.189 -2.247 -0.849
C -1.886 -6.058 -0.871 -0.577
C -0.539 -5.340 -1.120 -0.944
C -0.792 -3.834 -1.023 -0.305
N 0.411 -3.068 -1.338 -0.008
Br 1.066 -3.337 -3.066 0.048
C 1.067 -2.271 -0.517 -0.256
N 0.562 -2.083 0.734 0.492
C 1.422 -1.370 1.679 0.992
C 0.697 -0.865 2.941 -2.606
C 0.246 0.592 2.840 0.667
F 1.157 1.370 2.224 -0.372
Br 0.126 1.207 4.704 -0.007
C -1.137 0.877 2.190 0.173
F -1.150 0.657 0.872 -0.067
F -2.075 0.202 2.787 -0.175
Br -1.597 2.789 2.360 -0.076
N 2.238 -1.713 -1.008 0.717
C 3.514 -2.269 -0.483 -1.198
C 4.412 -1.336 0.336 -0.114
C 5.459 -0.621 -0.567 -1.026
N 5.661 0.801 -0.227 -0.510
C 2.170 -0.279 -1.266 -0.699
C 0.855 0.180 -1.890 0.045
C 0.890 1.737 -1.852 -0.793
C 0.112 2.338 -2.988 0.007
O 0.664 2.707 -4.022 -0.642
O -1.228 2.433 -2.875 -0.470
H -6.453 -6.076 -4.050 0.324
H -3.354 -6.235 -4.751 0.324
H -3.953 -4.784 -4.383 0.272
H -3.968 -7.655 -2.135 0.194
H -2.560 -5.207 -2.704 0.344
H -1.945 -6.826 -2.876 0.182
H -1.637 -7.022 -0.461 0.434
H -2.479 -5.470 -0.182 0.424
H 0.179 -5.572 -0.339 0.312
H -0.217 -5.639 -2.110 0.606
H -1.175 -3.666 -0.027 0.075
H -1.568 -3.534 -1.719 0.190
H -0.414 -1.812 0.730 -0.290
H 2.203 -2.036 2.017 0.177
H 1.907 -0.499 1.262 -0.453
H 1.362 -0.925 3.785 0.978
H -0.166 -1.494 3.134 0.660
H 3.253 -3.114 0.152 0.321
H 4.063 -2.696 -1.317 0.645
H 3.881 -0.565 0.875 0.113
H 4.967 -1.929 1.057 0.624
H 5.153 -0.657 -1.610 0.321
H 6.417 -1.120 -0.511 0.450
H 5.882 0.832 0.763 0.302
H 4.765 1.261 -0.349 0.178
H 2.940 -0.041 -1.994 0.754
H 2.350 0.376 -0.409 0.150
H 0.785 -0.107 -2.933 0.447
H -0.007 -0.111 -1.300 0.093
H 1.901 2.108 -1.806 0.508
H 0.409 2.020 -0.913 0.339
H -1.517 2.275 -1.964 0.385
C -3.551 -9.931 0.236 -0.358
Cl -3.065 -10.345 -1.413 -0.151
Cl -3.832 -8.191 0.397 -0.095
H -4.468 -10.456 0.475 0.358
H -2.763 -10.226 0.918 0.281
C -2.723 -6.625 3.423 -0.147
Cl -1.636 -5.532 2.532 -0.024
Cl -3.644 -5.756 4.649 -0.143
H -3.411 -7.080 2.717 -0.001
H -2.124 -7.386 3.909 0.328
C 2.063 -5.003 4.197 -0.403
Cl 2.537 -5.446 2.553 -0.131
Cl 1.736 -3.268 4.334 -0.036
H 1.163 -5.547 4.457 0.233
H 2.870 -5.260 4.873 0.398
C -1.318 5.649 -2.858 -0.096
Cl -1.803 7.261 -3.376 -0.157
Cl -1.356 5.472 -1.092 -0.154
H -1.996 4.924 -3.291 0.237
H -0.307 5.465 -3.203 0.168
C -4.676 -1.320 -0.235 -0.580
Cl -3.097 -1.413 0.575 -0.038
Cl -4.851 -2.549 -1.482 -0.083
H -5.448 -1.466 0.511 0.359
H -4.768 -0.341 -0.689 0.329
C 2.373 4.271 6.301 -0.125
Cl 3.965 3.557 6.573 -0.148
Cl 1.100 3.368 7.141 -0.185
H 2.379 5.285 6.670 0.286
H 2.163 4.261 5.238 0.132
C -2.540 1.845 7.405 0.336
Cl -2.533 1.953 9.167 -0.169
Cl -2.797 0.187 6.846 -0.141
H -3.338 2.469 7.020 0.287
H -1.582 2.193 7.034 -0.343
C 1.289 4.051 -6.774 0.200
Cl 0.626 5.663 -6.467 -0.145
Cl 0.781 3.421 -8.345 -0.174
H 2.370 4.115 -6.757 0.290
H 0.938 3.383 -5.997 -0.095
C -1.405 8.430 -8.190 0.308
Cl -0.321 9.691 -8.784 -0.156
Cl -2.771 9.108 -7.290 -0.178
H -1.789 7.872 -9.037 0.265
H -0.851 7.776 -7.530 -0.223
C 4.501 6.518 4.015 -0.332
Cl 3.729 7.156 5.471 -0.134
Cl 3.372 5.583 3.020 -0.115
H 4.872 7.349 3.427 0.341
H 5.319 5.871 4.312 0.276
C 8.759 2.756 -1.008 0.091
Cl 9.874 3.589 0.082 -0.159
Cl 9.528 1.385 -1.815 -0.157
H 7.917 2.387 -0.435 -0.047
H 8.422 3.456 -1.762 0.263
C -5.460 9.318 -9.743 0.167
Cl -5.094 8.726 -11.369 -0.161
Cl -6.498 8.195 -8.855 -0.149
H -4.530 9.434 -9.199 -0.124
H -5.969 10.271 -9.825 0.273
C -1.629 4.487 12.032 0.039
Cl -0.310 5.484 11.405 -0.150
Cl -2.762 5.435 13.001 -0.153
H -2.164 4.054 11.195 0.004
H -1.209 3.704 12.653 0.272



[3]
102
Properties=species:S:1:pos:R:3:mulliken_charge:R:1 method="wB97M-V/def2-TZVPD" lumo_ev=0.1 total_charge=0 gap_ha=0.2887 multiplicity=1 molar_mass_g_mol=650.86 smiles="CN(C)C(=O)CP(CCN)CCSc1nnco1.C1CCOC1.C1CCOC1.C1CCOC1.C1CCOC1.C1CCOC1" homo_ev=-7.79 fmax_ev_per_a=7.92
C 2.915 -1.550 -0.460 -0.688
N 2.076 -1.206 0.750 0.038
C 1.320 -2.391 1.302 -0.536
C 1.201 0.009 0.529 -0.103
O 1.841 1.211 0.510 -0.606
C -0.426 0.048 0.390 0.359
P -1.061 0.626 -1.345 0.012
C -1.481 -1.046 -2.250 0.032
C -2.715 -1.701 -1.352 -0.416
N -3.696 -2.511 -2.177 -0.703
C 0.290 1.615 -2.287 -0.464
C 0.488 3.159 -1.845 -0.552
S -1.059 4.234 -1.671 -0.074
C -1.956 3.667 -0.109 0.284
N -3.459 3.382 -0.282 -0.231
N -3.900 2.905 0.964 -0.286
C -2.687 2.893 1.880 -0.063
O -1.425 3.419 1.247 -0.173
H 2.356 -1.364 -1.471 0.158
H 3.873 -0.838 -0.464 0.246
H 3.365 -2.651 -0.364 0.346
H 0.341 -2.675 0.726 0.171
H 1.081 -2.170 2.446 0.043
H 2.087 -3.306 1.326 0.379
H -0.982 -0.943 0.696 0.242
H -0.813 0.879 1.143 -0.183
H -1.969 -0.846 -3.319 0.026
H -0.554 -1.759 -2.338 0.240
H -2.324 -2.336 -0.436 0.210
H -3.320 -0.794 -0.895 0.314
H -4.434 -2.961 -1.571 0.263
H -4.240 -1.816 -2.771 0.252
H 1.297 1.001 -2.179 0.251
H -0.031 1.599 -3.431 0.215
H 1.129 3.305 -0.875 0.265
H 1.126 3.665 -2.720 0.372
H -2.817 2.522 2.973 0.332
C -1.339 -1.777 6.557 -0.531
C -0.163 -0.836 6.604 -0.533
C 0.402 -0.966 5.206 -0.044
O -0.700 -1.260 4.337 -0.329
C -1.841 -1.587 5.143 -0.502
H -2.101 -1.566 7.312 0.352
H -0.994 -2.808 6.696 0.202
H -0.515 0.189 6.770 0.283
H 0.564 -1.078 7.382 0.295
H 1.111 -1.798 5.140 -0.037
H 0.902 -0.053 4.870 0.305
H -2.545 -0.749 5.081 0.293
H -2.328 -2.482 4.746 0.264
C -2.528 1.717 -7.292 -0.564
C -2.175 0.345 -7.807 -0.594
C -1.440 -0.256 -6.629 -0.139
O -1.998 0.332 -5.446 -0.266
C -2.821 1.441 -5.833 -0.527
H -3.368 2.180 -7.815 0.358
H -1.660 2.381 -7.379 0.252
H -3.091 -0.223 -8.006 0.272
H -1.576 0.360 -8.722 0.303
H -0.374 -0.006 -6.656 0.111
H -1.542 -1.344 -6.583 0.230
H -3.866 1.147 -5.688 0.295
H -2.607 2.300 -5.192 0.257
C 3.390 -2.316 -9.114 -0.536
C 2.803 -3.193 -8.038 -0.573
C 1.948 -2.214 -7.263 -0.348
O 1.502 -1.221 -8.197 -0.310
C 2.245 -1.374 -9.414 -0.509
H 3.730 -2.868 -9.994 0.326
H 4.241 -1.754 -8.711 0.262
H 2.170 -3.964 -8.492 0.275
H 3.553 -3.689 -7.417 0.330
H 2.530 -1.706 -6.487 0.281
H 1.084 -2.693 -6.794 0.244
H 1.570 -1.797 -10.166 0.292
H 2.587 -0.396 -9.763 0.266
C -2.528 7.299 3.858 -0.647
C -2.175 5.928 3.343 -0.183
C -1.440 5.326 4.521 -0.313
O -1.998 5.914 5.704 -0.426
C -2.821 7.023 5.317 -0.464
H -3.368 7.762 3.335 0.337
H -1.660 7.963 3.771 0.299
H -3.091 5.359 3.144 0.177
H -1.576 5.942 2.428 0.272
H -0.374 5.576 4.494 0.257
H -1.542 4.238 4.567 0.163
H -3.866 6.729 5.462 0.259
H -2.607 7.883 5.958 0.298
C 5.099 -4.059 6.442 -0.541
C 4.185 -4.922 7.274 -0.543
C 2.996 -4.011 7.487 -0.513
O 2.911 -3.162 6.333 -0.256
C 4.117 -3.306 5.571 -0.498
H 5.833 -4.626 5.865 0.322
H 5.638 -3.357 7.090 0.271
H 3.882 -5.804 6.698 0.272
H 4.634 -5.262 8.211 0.330
H 3.137 -3.370 8.363 0.302
H 2.060 -4.564 7.606 0.269
H 3.874 -3.874 4.666 0.290
H 4.487 -2.321 5.276 0.288



[4]
104
Properties=species:S:1:pos:R:3:mulliken_charge:R:1 method="wB97M-V/def2-TZVPD" lumo_ev=1.8 total_charge=-1 gap_ha=0.2217 multiplicity=1 molar_mass_g_mol=722.75 homo_ev=-4.27 fmax_ev_per_a=1.60
C 2.152 -2.528 0.880 -0.502
C 1.209 -2.626 -0.332 -0.696
Nb -0.493 -1.117 -0.080 -0.528
O 0.450 -0.013 -1.409 -0.468
C -1.566 -2.265 -1.796 -0.669
C -1.014 -2.087 -3.164 -0.073
N -1.607 -2.343 -4.266 -0.892
C -2.234 0.414 -0.056 -0.771
C -2.702 0.809 -1.371 0.231
O -3.775 0.442 -1.850 -0.694
C -1.835 1.674 -2.239 0.417
C -1.250 2.852 -1.792 -0.189
C -0.492 3.632 -2.655 -0.733
C -0.287 3.228 -3.968 -0.378
C -0.869 2.047 -4.418 -1.404
C -1.635 1.275 -3.556 0.189
N -1.257 -2.304 1.377 -0.662
C -2.444 -2.736 1.373 1.264
C -2.915 -3.968 0.638 -1.477
C -3.527 -2.097 2.209 -1.385
H 1.634 -2.937 1.746 0.409
H 2.392 -1.492 1.087 -0.204
H 3.103 -3.043 0.723 0.210
H 0.788 -3.632 -0.366 0.318
H 1.735 -2.444 -1.276 0.392
H 0.393 -0.126 1.226 -0.010
H 1.297 -0.381 -1.681 0.144
H -1.397 -3.312 -1.533 0.489
H -2.643 -2.073 -1.805 0.560
H 0.004 -1.718 -3.278 0.468
H -2.547 -2.682 -4.047 0.278
H -1.794 1.254 0.487 0.566
H -3.096 0.059 0.506 0.158
H -1.397 3.177 -0.772 0.374
H -0.046 4.559 -2.322 0.372
H 0.312 3.831 -4.635 0.403
H -0.714 1.724 -5.438 0.442
H -2.081 0.366 -3.922 0.730
H -3.311 -4.661 1.381 0.504
H -2.075 -4.460 0.159 0.346
H -3.695 -3.718 -0.075 0.267
H -3.093 -1.415 2.934 0.408
H -4.227 -1.560 1.570 0.254
H -4.107 -2.862 2.716 0.504
C -6.819 -0.145 4.184 -1.353
C -6.608 -1.622 4.426 0.780
O -6.274 -2.376 3.532 -0.620
N -6.800 -2.084 5.694 -0.163
C -7.188 -1.335 6.872 -0.826
H -6.623 0.057 3.136 0.290
H -7.844 0.146 4.417 0.426
H -6.135 0.450 4.791 0.362
H -6.640 -3.074 5.790 0.233
H -6.421 -1.412 7.645 0.279
H -8.125 -1.719 7.279 0.284
H -7.323 -0.288 6.626 0.309
C 5.485 1.818 0.341 -1.444
C 4.274 1.034 0.803 0.793
O 3.782 0.144 0.133 -0.495
N 3.737 1.363 2.005 -0.037
C 4.186 2.382 2.937 -0.822
H 5.784 1.435 -0.630 0.274
H 5.248 2.878 0.250 0.393
H 6.314 1.700 1.040 0.374
H 2.921 0.814 2.239 0.142
H 4.434 1.923 3.897 0.277
H 3.396 3.115 3.099 0.294
H 5.057 2.896 2.561 0.231
C 5.185 -3.333 -1.094 -0.965
C 6.274 -3.721 -2.061 0.484
O 7.407 -3.268 -2.003 -0.682
N 5.942 -4.620 -3.029 -0.142
C 4.657 -5.254 -3.255 -0.692
H 5.571 -2.608 -0.385 0.349
H 4.341 -2.883 -1.618 0.247
H 4.831 -4.207 -0.547 0.419
H 6.702 -4.847 -3.649 0.221
H 4.747 -6.340 -3.180 0.265
H 4.278 -5.009 -4.249 0.276
H 3.933 -4.916 -2.522 0.239
C 7.701 4.681 4.499 -1.216
C 6.320 5.295 4.462 0.776
O 5.467 4.917 3.679 -0.601
N 6.057 6.296 5.346 -0.186
C 6.938 6.869 6.343 -0.844
H 7.747 3.905 3.741 0.234
H 8.465 5.428 4.287 0.364
H 7.902 4.235 5.473 0.356
H 5.121 6.662 5.271 0.240
H 6.518 6.744 7.343 0.284
H 7.079 7.936 6.161 0.284
H 7.908 6.384 6.315 0.311
C -6.934 0.224 -6.996 -1.146
C -5.772 1.145 -7.301 0.708
O -5.672 1.708 -8.384 -0.685
N -4.854 1.317 -6.326 -0.057
C -4.825 0.732 -4.990 -0.668
H -7.578 0.191 -7.870 0.301
H -6.583 -0.783 -6.774 0.327
H -7.508 0.591 -6.145 0.316
H -4.101 1.936 -6.581 0.192
H -4.829 1.517 -4.236 0.223
H -3.920 0.144 -4.864 0.190
H -5.683 0.087 -4.836 0.332